2 unconnected molecules or ions with the total composition C5H14BO3. Source: OMol25; level of theory: ωB97M-V with the def2-TZVPD basis set.

Properties
**E_LUMO**: 2.683 eV
**Net charge**: -1

Cartesian coordinates (Å):
O1 -1.6187 1.4377 -3.3474
B1 -2.2807 2.1829 -2.4158
C1 -1.9476 2.0973 -0.8843
C2 -1.4242 0.7445 -0.4091
O2 -1.2065 0.6769 0.9861
H1 -0.6851 1.2806 -3.1758
H2 -3.1413 2.9107 -2.8352
H3 -2.7929 2.4244 -0.2718
H4 -1.1515 2.8419 -0.7037
H5 -2.1395 -0.0506 -0.6246
H6 -0.4871 0.5050 -0.9274
H7 -0.5965 1.3748 1.2416
C3 2.7953 -1.2270 1.8312
C4 1.8410 -1.3948 0.6189
C5 0.6820 -2.3268 1.0646
O3 2.4735 -1.8275 -0.4760
H8 3.2414 -2.2003 2.0629
H9 3.5973 -0.5348 1.5623
H10 2.2899 -0.8452 2.7297
H11 1.3576 -0.3756 0.4939
H12 1.0843 -3.3204 1.2901
H13 -0.0359 -2.4243 0.2456
H14 0.1452 -1.9494 1.9442

Forces on the atoms, in the same order (eV/Å):
O 0.091 0.795 -0.526
B 0.011 -0.179 0.135
C 0.252 0.226 0.084
C 0.265 -0.070 -0.051
O -0.431 0.212 0.219
H -0.128 -0.610 0.380
H -0.120 -0.213 -0.018
H -0.011 -0.056 -0.037
H -0.087 0.033 0.035
H 0.034 0.017 -0.051
H -0.086 -0.134 -0.039
H 0.189 -0.117 -0.056
C -0.023 0.070 0.018
C 0.026 -0.107 0.111
C -0.067 0.114 -0.016
O -0.022 0.048 -0.130
H 0.030 0.019 -0.014
H 0.026 -0.042 -0.017
H -0.030 -0.004 0.004
H 0.012 0.010 0.022
H 0.029 0.012 -0.048
H 0.033 -0.039 -0.021
H 0.007 0.016 0.017

Atomic partial charges in e from the Löwdin method, atoms 1 to 5:
1. O 0.095
2. B -0.318
3. C -0.141
4. C -0.297
5. O -0.078